(1)
The following is a DFT calculation (ωB97M-V with the def2-TZVPD basis set) of C4H5O2V as an isolated structure.

XYZ file:
```
12
Properties=species:S:1:pos:R:3:forces:R:3:nbo_charge:R:1
V 3.674 -0.374 0.059 0.4 0.0 -0.1 1.32
O -2.655 -0.018 0.649 1.0 0.4 -0.7 -0.64
O 1.691 1.145 -0.940 -1.6 0.1 -1.3 -0.72
C -0.578 -0.436 -0.392 -0.2 -1.0 1.8 -0.45
C 0.750 -0.673 0.234 1.4 -0.1 -2.1 -0.21
C 1.821 0.141 -0.025 -1.3 -0.5 0.0 -0.21
C -1.345 0.291 0.455 -1.4 0.3 -0.7 0.27
H 0.981 -1.704 0.517 -0.4 0.3 0.7 0.21
H -1.052 -1.273 -0.914 0.1 0.2 0.3 0.25
H -0.995 1.199 0.955 0.2 -0.5 0.3 0.19
H 0.854 0.944 -1.537 1.9 0.6 1.6 0.50
H -3.145 0.757 0.939 -0.1 0.1 0.2 0.50
```
Forces are in eV/Å.

Calculated values
Net charge: +1
DFT total energy, Ha: -1249.4276
Lowest unoccupied orbital energy (spin up / spin down), eV: -5.660 / -5.628
Energy above the lowest of the compared OMol25 structures with the same formula, charge and spin, kJ/mol: 36.9
Spin multiplicity: 4
Molecular weight, g/mol: 136.03



(2)
The following is a DFT calculation (ωB97M-V with the def2-TZVPD basis set) of a 13-piece molecular cluster, C6H38BrNO13 overall.

XYZ file:
```
59
Properties=species:S:1:pos:R:3:forces:R:3:nbo_charge:R:1
Br -2.344 1.719 -0.340 0.0 0.2 -0.1 -0.09
O 6.033 -1.569 -0.807 0.0 0.1 -0.1 -0.96
O -3.900 -4.904 -0.953 0.0 0.0 -0.1 -0.95
O 1.050 4.011 3.126 -0.1 -0.1 -0.1 -0.97
O -1.299 2.612 -3.775 -0.1 -0.1 -0.2 -0.95
O 6.594 -5.070 2.126 -0.1 -0.1 -0.1 -0.95
O 2.097 3.438 0.467 -0.2 -0.1 0.1 -0.97
O 5.693 -4.462 -0.825 -0.1 0.0 0.0 -0.97
O 1.926 0.194 -2.136 0.0 0.0 0.0 -0.95
O -3.430 2.987 -5.987 0.1 0.0 0.0 -0.95
O 2.679 0.654 0.692 0.0 0.1 0.0 -0.60
O -5.319 -0.030 -1.909 -0.1 0.0 0.0 -0.97
O -3.454 -1.964 -0.882 0.1 0.1 0.0 -1.00
O -5.727 2.142 -0.007 -0.1 -0.1 0.1 -0.97
N -0.555 -0.470 1.918 -0.1 -0.1 0.2 -0.63
C 4.038 0.447 1.063 0.0 -0.1 0.0 -0.26
C -2.351 1.835 2.508 0.0 0.0 0.0 -0.65
C 0.366 0.200 1.023 -0.1 0.0 -0.1 -0.25
C -2.672 0.846 1.396 -0.1 0.0 0.2 -0.21
C -1.947 -0.496 1.518 0.1 0.0 -0.1 -0.27
C 1.781 -0.251 1.325 0.1 0.1 0.1 -0.06
H 1.940 -0.765 -2.062 0.0 0.0 0.0 0.46
H -3.743 0.657 1.352 0.0 -0.1 -0.1 0.23
H 0.639 4.876 3.057 0.0 0.0 0.0 0.46
H 0.344 1.298 1.088 -0.1 0.0 0.0 0.17
H 6.124 -2.469 -1.151 -0.1 -0.1 0.2 0.50
H 6.956 -4.715 2.943 0.0 0.1 0.0 0.48
H -3.428 -2.757 -1.428 -0.1 -0.1 0.1 0.49
H 6.683 -6.024 2.205 0.0 0.0 0.0 0.47
H -2.041 -1.068 0.592 -0.1 0.1 0.1 0.26
H -1.447 2.411 2.309 0.1 -0.1 0.0 0.24
H -5.607 0.483 -1.141 0.1 0.1 0.0 0.50
H -2.632 3.190 -5.485 -0.1 0.1 0.1 0.48
H 1.212 3.497 0.090 0.1 0.0 -0.2 0.47
H 4.609 1.284 0.664 0.0 -0.1 0.0 0.20
H -3.166 2.543 2.660 0.0 0.0 -0.1 0.22
H -5.289 0.614 -2.623 0.1 0.0 0.0 0.48
H 4.141 0.433 2.152 -0.1 0.1 0.0 0.17
H -1.403 2.214 -2.904 0.1 0.0 0.1 0.48
H 4.415 -0.495 0.657 0.0 0.1 0.0 0.21
H -2.201 1.288 3.443 -0.1 0.1 0.0 0.21
H -3.874 3.833 -6.092 0.0 0.0 0.0 0.47
H 1.402 3.822 2.239 0.2 0.1 0.1 0.49
H 5.672 -4.640 0.124 0.2 0.1 0.0 0.50
H -3.930 -1.286 -1.389 -0.1 -0.1 0.0 0.50
H 0.080 -0.059 0.001 0.1 0.0 0.0 0.21
H -0.454 -0.145 2.872 0.1 0.1 -0.1 0.36
H 1.966 -1.273 0.976 0.0 0.0 0.0 0.18
H -6.368 2.448 0.641 0.0 0.0 0.0 0.48
H -4.950 2.705 0.086 0.1 0.0 -0.1 0.49
H -2.509 -1.049 2.278 0.1 0.0 0.0 0.21
H 2.209 0.514 -1.267 0.1 -0.1 0.0 0.48
H 5.481 -5.294 -1.254 0.0 0.0 0.0 0.47
H -1.446 1.870 -4.374 0.1 -0.1 0.1 0.47
H -3.373 -5.693 -0.802 0.0 0.0 0.0 0.47
H 2.314 2.487 0.439 -0.1 0.1 0.1 0.50
H 5.548 -1.095 -1.489 0.0 0.0 0.0 0.47
H -4.410 -4.771 -0.149 0.0 0.1 0.0 0.48
H 1.953 -0.228 2.409 0.0 0.0 0.0 0.17
```
Forces are in eV/Å.

Calculated values
DFT total energy, Ha: -3858.2790
Lowest unoccupied orbital energy, eV: 0.296
Molecular weight, g/mol: 412.27



(3)
The following is a DFT calculation (ωB97M-V with the def2-TZVPD basis set) of C5H7N as an isolated structure.

XYZ file:
```
13
Properties=species:S:1:pos:R:3:forces:R:3:nbo_charge:R:1
N 0.513 -0.341 -0.009 -0.5 -0.8 -0.4 -0.37
C -0.667 -0.848 0.481 0.7 0.6 2.2 -0.08
C 0.515 1.034 0.127 0.5 -0.3 1.1 -0.06
C -0.497 1.362 0.980 0.3 0.3 -0.3 -0.29
C -1.202 0.166 1.245 -1.3 -0.5 -0.4 -0.28
C 0.981 -0.878 -1.252 -3.3 2.9 -3.0 -0.41
H 0.055 -0.136 -1.894 3.8 -1.7 0.0 0.17
H 0.547 -1.776 -1.705 0.6 -0.5 1.4 0.23
H -0.864 -1.918 0.482 0.0 0.4 -0.2 0.21
H 1.264 1.666 -0.334 -0.1 -0.3 0.0 0.21
H 2.064 -0.731 -1.324 -0.5 0.1 -0.8 0.22
H -2.089 0.072 1.841 -0.1 0.0 0.2 0.22
H -0.689 2.361 1.337 -0.1 -0.1 0.1 0.22
```
Forces are in eV/Å.

Calculated values
DFT total energy, Ha: -249.3870
Lowest unoccupied orbital energy, eV: 0.932
Energy above the lowest of the compared OMol25 structures with the same formula, charge and spin, kJ/mol: 226.4
Molecular weight, g/mol: 81.12



(4)
The following is a DFT calculation (ωB97M-V with the def2-TZVPD basis set) of a 8-piece molecular cluster, C25H41Cl12N2O overall.

XYZ file:
```
81
Properties=species:S:1:pos:R:3:forces:R:3:lowdin_charge:R:1
Cl -2.640 5.491 0.379 -0.1 -0.1 0.1 0.61
Cl -1.692 0.157 3.412 0.1 -0.1 -0.2 0.54
Cl 2.791 3.902 -3.689 -0.1 0.2 0.2 0.57
Cl 2.366 2.305 2.285 -0.2 -0.2 0.2 0.60
Cl 3.715 -1.693 1.419 -0.1 -0.2 0.0 0.54
Cl 3.622 -1.948 -2.321 0.1 -0.1 -0.1 0.53
Cl -5.701 2.971 -1.313 0.0 0.1 -0.2 0.55
Cl 2.316 5.248 1.087 0.2 0.5 -0.1 0.52
Cl 0.516 -2.606 -3.596 -0.3 -0.1 -0.4 0.61
Cl -2.612 3.178 4.178 0.0 0.3 -0.1 0.55
Cl 0.915 8.131 0.092 -0.1 -0.1 0.1 0.55
Cl -1.099 4.094 -5.586 -0.1 -0.3 0.0 0.56
O 0.061 0.495 -0.360 -0.1 -0.5 0.2 -0.41
N -1.549 -2.176 -0.796 -0.8 -0.4 0.6 -0.05
N 1.217 -7.341 2.927 0.0 -0.4 0.1 -0.08
C 1.884 -8.476 3.604 -0.1 0.0 0.1 0.04
C 0.671 6.536 -0.682 0.2 0.0 -0.1 -0.66
C -1.071 -4.458 -0.502 0.0 -0.5 0.3 0.04
C 2.457 0.749 1.444 0.8 -0.5 -0.2 -0.66
C 1.157 -5.059 2.317 0.0 -0.1 -0.1 0.06
C -2.155 -1.096 -1.550 -0.2 1.5 -0.4 0.01
C 1.333 3.384 -4.547 -0.5 -1.0 -0.5 -0.69
C 0.070 -7.586 2.269 -0.1 0.3 -0.1 0.01
C 1.289 -1.027 -3.390 0.6 1.1 0.3 -0.64
C -1.162 2.830 3.206 0.6 -0.5 0.2 -0.67
C -1.542 -3.428 -1.271 -0.4 0.2 -0.1 -0.04
C -0.592 -6.557 1.655 -0.3 0.3 -0.4 0.05
C 0.138 4.283 -4.326 0.5 1.2 0.3 -0.68
C -0.602 -2.882 1.230 0.6 -0.8 0.4 0.05
C 1.731 -6.102 2.996 0.0 -0.2 0.3 0.03
C 0.713 5.424 0.321 -0.3 -0.5 1.3 -0.70
C -4.093 3.683 -0.978 -0.1 -0.2 0.2 -0.67
C 3.709 0.020 1.900 0.6 1.0 0.7 -0.66
C -1.372 1.587 2.379 -0.1 0.4 -0.8 -0.67
C -0.157 1.684 -0.991 -0.8 -0.4 -0.1 -0.35
C -4.266 4.924 -0.139 0.2 0.2 0.2 -0.62
C -1.157 -1.901 0.452 0.9 0.9 -0.3 0.00
C 2.099 -1.031 -2.118 0.3 0.0 0.6 -0.68
C -0.028 -5.286 1.612 0.7 0.3 0.0 -0.11
C -0.580 -4.197 0.781 -0.4 0.4 -0.5 -0.13
H 0.474 4.407 0.019 0.0 0.2 -1.0 0.04
H 1.482 6.445 -1.399 -0.1 -0.1 -0.2 0.06
H 1.582 0.135 1.623 -0.2 0.3 0.0 0.04
H 1.996 -9.301 2.906 -0.1 0.0 -0.1 0.11
H 1.579 -1.486 -1.279 -0.2 0.0 -0.2 0.03
H 1.569 3.298 -5.605 0.1 0.3 0.0 0.06
H -3.010 -1.400 -2.147 0.2 -0.5 -0.1 0.11
H 1.683 -4.112 2.299 -0.2 0.1 0.0 0.12
H -1.092 -5.466 -0.891 0.0 0.1 -0.1 0.13
H 1.259 -8.776 4.441 0.1 -0.1 0.1 0.11
H -1.032 2.244 -0.575 0.2 0.2 0.1 0.05
H 2.541 0.985 0.390 -0.4 -0.1 -0.1 0.05
H 3.846 0.114 2.979 -0.4 -0.5 0.0 0.06
H -0.325 2.682 3.886 -0.1 0.0 0.1 0.05
H -0.301 6.581 -1.166 0.0 -0.1 -0.1 0.05
H 1.915 -0.787 -4.248 0.1 -0.5 -0.1 0.07
H -0.315 4.168 -3.344 -0.1 -0.3 0.0 0.06
H -1.545 -6.710 1.168 0.1 -0.3 0.0 0.14
H -0.542 1.344 1.705 0.2 0.1 0.3 0.03
H 2.871 -8.189 3.950 0.0 0.2 0.0 0.10
H -1.126 -0.838 0.693 0.0 0.0 0.0 0.10
H 0.694 2.389 -0.981 0.1 0.0 -0.1 0.05
H -0.464 1.545 -2.063 0.2 0.2 -0.1 0.05
H 1.086 2.372 -4.222 0.1 0.0 0.2 0.05
H -3.559 3.842 -1.910 -0.1 0.1 -0.1 0.07
H -0.303 -8.598 2.218 0.2 -0.1 0.2 0.16
H -4.701 5.788 -0.629 -0.2 -0.2 -0.3 0.07
H 4.622 0.485 1.528 -0.1 -0.1 -0.5 0.08
H -1.397 -0.568 -2.127 0.1 -0.3 -0.1 0.08
H -2.034 -3.542 -2.225 0.3 -0.2 -0.2 0.14
H 2.587 -5.991 3.645 0.2 0.0 -0.2 0.15
H -0.894 3.679 2.581 -0.4 0.0 -0.1 0.05
H 0.579 -0.197 -3.365 -0.5 -0.4 0.3 0.05
H -3.563 2.934 -0.393 0.1 0.0 0.0 0.04
H 0.465 5.322 -4.393 0.0 0.0 0.0 0.06
H -2.218 1.739 1.706 -0.2 -0.2 0.3 0.06
H -0.005 5.575 1.131 0.2 0.5 0.0 0.02
H 2.373 -0.046 -1.751 -0.1 0.2 -0.4 0.06
H -0.124 -2.633 2.169 -0.4 0.2 0.1 0.13
H -2.501 -0.339 -0.851 0.0 -0.1 0.1 0.11
H -4.853 4.678 0.742 0.1 0.1 0.1 0.07
```
Forces are in eV/Å.

Calculated values
Net charge: +1
DFT total energy, Ha: -6683.9452
Lowest unoccupied orbital energy, eV: -5.263
Molecular weight, g/mol: 811.05



(5)
The following is a DFT calculation (ωB97M-V with the def2-TZVPD basis set) of C22H17Cl2F13N4OZr as an isolated structure.

XYZ file:
```
60
Properties=species:S:1:pos:R:3:forces:R:3:nbo_charge:R:1
Zr -0.529 0.572 0.156 1.6 -0.8 0.0 2.02
Cl 1.319 -2.289 -3.781 0.1 -0.2 -0.1 0.02
Cl -1.429 0.436 -2.062 -2.0 1.0 -2.3 1.08
F -1.991 2.738 4.232 0.0 0.0 0.0 -0.30
F -2.235 2.668 0.135 -0.2 0.0 0.1 -0.29
F -0.483 4.881 0.822 0.0 0.0 0.0 -0.29
F -3.259 2.122 1.962 0.0 0.0 0.0 -0.28
F -1.222 4.670 3.622 0.0 0.0 0.0 -0.31
F -0.528 -4.299 -0.847 0.0 0.0 -0.1 -0.30
F -2.916 -5.267 -1.387 0.0 0.0 0.0 -0.30
F 0.351 3.012 0.109 -0.1 0.1 0.5 -0.29
F 1.141 3.947 1.892 0.0 0.0 0.0 -0.30
F 0.136 3.071 4.163 0.0 0.0 0.0 -0.31
F -2.954 4.200 1.498 0.1 0.0 0.1 -0.29
F -2.513 -0.403 0.934 0.1 0.0 -0.1 -0.33
F -4.958 -1.401 0.362 0.0 0.0 0.0 -0.30
O -0.592 1.564 2.008 -0.6 0.2 -0.7 -0.87
N -0.518 -0.775 -2.664 -0.3 -3.4 -1.2 -0.90
N 1.619 -0.086 1.346 -0.3 0.1 0.1 -0.49
N 1.522 0.965 -1.527 0.0 -0.7 1.1 -0.53
N -0.271 -1.552 0.238 -0.5 0.7 0.2 -0.84
C 1.564 0.000 -2.183 -0.2 0.5 -0.5 0.34
C 2.078 -1.337 0.720 0.1 0.0 0.0 -0.22
C 0.878 0.337 -4.474 0.3 -0.7 -0.3 -0.23
C -1.019 3.350 3.556 0.1 0.0 0.0 0.98
C -0.041 2.483 -3.491 0.2 -2.4 -1.8 -0.27
C -1.434 -2.244 -0.045 -0.1 -0.1 0.0 0.15
C -2.633 -1.586 0.204 -0.2 -0.2 0.7 0.27
C 1.273 -0.375 2.756 0.0 0.0 0.0 -0.42
C -2.847 -4.047 -0.844 0.0 0.0 0.1 0.36
C -0.996 2.864 2.087 0.1 0.3 -0.2 0.02
C -2.405 2.996 1.445 -0.1 0.0 0.0 0.97
C -1.594 -3.530 -0.575 0.2 0.0 -0.1 0.28
C 0.925 -2.306 0.572 0.1 0.0 0.0 -0.24
C -2.948 0.457 -1.854 2.7 -1.2 1.8 -0.58
C 0.587 1.646 -4.540 0.1 0.3 -0.3 -0.17
C -4.015 -3.359 -0.566 0.1 0.0 0.0 -0.36
C 2.712 0.901 1.337 0.0 0.0 0.0 -0.42
C 0.690 -0.708 -3.337 -0.9 3.1 0.7 0.06
C -3.884 -2.113 0.004 0.0 0.0 -0.1 0.37
C -4.370 0.818 -2.037 0.1 0.2 -0.9 -0.65
C 0.007 3.722 1.233 0.0 0.1 0.0 0.97
C -0.795 1.845 -2.624 -0.3 3.4 2.9 -0.50
H 0.922 2.130 -5.456 0.0 0.0 0.0 0.21
H 2.508 -1.091 -0.247 0.0 0.0 0.0 0.23
H 1.438 -0.084 -5.302 -0.1 0.0 0.0 0.22
H -4.518 1.760 -2.577 0.1 0.0 0.0 0.21
H 0.770 -2.860 1.506 0.0 0.0 0.0 0.19
H 1.180 -3.038 -0.194 0.0 0.0 0.0 0.23
H -4.811 0.922 -1.046 0.0 0.0 0.0 0.23
H 1.070 0.551 3.281 0.0 0.0 0.0 0.23
H -4.925 0.049 -2.580 0.0 0.0 0.1 0.22
H 2.107 -0.894 3.241 0.0 0.0 0.0 0.19
H 0.383 -1.001 2.807 0.0 0.0 0.0 0.22
H 3.597 0.485 1.832 0.0 0.0 0.0 0.19
H -4.985 -3.785 -0.776 0.0 0.0 0.0 0.25
H 0.148 3.551 -3.488 0.1 0.0 0.3 0.22
H 2.870 -1.788 1.330 0.0 0.0 0.0 0.20
H 2.960 1.172 0.315 0.0 0.0 0.0 0.24
H 2.398 1.790 1.880 0.0 0.0 0.0 0.22
```
Forces are in eV/Å.

Calculated values
DFT total energy, Ha: -3407.9786
Lowest unoccupied orbital energy (spin up / spin down), eV: -0.741 / -0.741
Energy above the lowest of the compared OMol25 structures with the same formula, charge and spin, kJ/mol: 1779.3
Molecular weight, g/mol: 762.51